The following is a DFT calculation (ωB97M-V with the def2-TZVPD basis set) of a 2-piece molecular cluster, C31H34N3 overall at a distorted geometry.

Each line ends with the Mulliken charge.
Cartesian coordinates (Å):
N 2.411 -5.741 1.728  0.0781
N 1.651 2.218 2.097  0.2292
N -2.025 1.181 -2.556  0.2253
C -3.587 2.542 2.312  -0.6643
C -2.010 0.834 -1.252  0.9778
C 1.445 1.937 -0.146  0.7026
C 2.013 -4.536 1.232  1.9781
C 1.513 2.896 0.883  0.0722
C 2.450 -5.996 3.155  -1.0268
C 1.293 3.731 -1.728  -0.9036
C 1.898 -4.287 -0.169  -1.0527
C -1.776 -0.481 0.725  -0.3449
C 1.702 -3.474 2.124  -0.9740
C -2.442 0.858 1.039  0.1537
C -2.597 1.615 -0.128  0.5572
C -1.937 0.923 -4.918  -0.6709
C 2.719 -6.903 0.919  -0.9666
C -1.510 0.291 -3.579  -0.4372
C 1.382 4.677 -0.692  -0.7929
C 1.322 2.351 -1.463  0.1922
C 1.702 0.874 1.874  -1.0782
C -3.775 3.290 1.141  -0.8618
C 1.612 -3.017 -0.627  -0.9760
C 1.445 -1.911 0.266  1.1770
C 1.522 0.615 0.484  1.2333
C -1.489 -0.336 -0.737  -1.2828
C 1.348 -0.575 -0.234  -0.6662
C -2.588 2.411 -3.068  -0.7131
C 1.728 2.844 3.408  -0.9152
C -2.904 1.315 2.261  -0.6483
C 1.385 -2.217 1.649  -0.8413
C -3.250 2.848 -0.081  -0.3296
C -2.437 2.338 -4.594  -0.7719
C 1.497 4.265 0.646  -1.0104
H -2.056 3.285 -2.659  0.3648
H -1.108 0.931 -5.630  0.3330
H 3.048 -6.899 3.317  0.2867
H -3.973 2.913 3.259  0.4116
H -1.105 -1.142 -1.358  0.5367
H 1.376 5.741 -0.923  0.4233
H 2.675 2.588 3.904  0.3448
H 1.082 -1.454 2.361  0.3523
H 1.705 -3.650 3.202  0.2953
H -1.715 3.092 -4.922  0.2666
H -2.747 0.323 -5.347  0.2979
H 3.599 -7.390 1.356  0.3276
H 1.271 1.608 -2.258  0.3583
H 1.442 -6.154 3.574  0.3378
H 2.916 -5.159 3.685  0.3497
H 1.893 -7.635 0.939  0.3436
H 2.932 -6.631 -0.117  0.3126
H 2.055 -5.100 -0.876  0.1875
H 1.303 -0.463 -1.317  0.2165
H -0.870 -0.648 1.319  -0.1618
H 0.902 2.497 4.046  0.3288
H -0.410 0.210 -3.508  0.1409
H 1.670 3.930 3.292  0.2986
H 1.923 0.209 2.701  0.4375
H -2.461 -1.323 0.942  0.5035
H -3.395 2.553 -5.076  0.3196
H -2.741 0.720 3.160  0.4620
H 1.537 -2.831 -1.700  0.4250
H -1.907 -0.729 -3.468  0.3222
H 1.223 4.079 -2.760  0.4437
H 1.577 4.960 1.479  0.2718
H -3.368 3.451 -0.977  0.4007
H -3.649 2.509 -2.786  0.4021
H -4.331 4.229 1.174  0.4108

Forces on the atoms, in the same order (eV/Å):
N -0.2032 0.5953 -0.2888
N 0.1985 -1.3752 -0.2230
N -0.0263 -0.1007 -0.1197
C 0.1542 -0.1275 -0.3177
C 0.3508 -0.7813 0.7516
C -0.1529 -0.0111 0.6563
C 0.3399 -0.5596 0.0412
C 0.0309 -0.1273 -0.3660
C -0.1151 0.0774 0.3336
C 0.0437 -0.4684 0.1013
C -0.0913 0.3311 -0.0824
C -0.3446 0.4658 0.0401
C -0.3185 0.5905 0.1779
C 0.1643 -0.5478 0.1870
C 0.0295 0.0630 -0.1467
C -0.1876 -0.3776 0.0621
C -0.0911 -0.2941 -0.2096
C 0.2476 0.0719 -0.1881
C 0.0535 -0.3762 0.5796
C -0.0551 0.6468 -0.2576
C -0.1986 1.1924 -0.5666
C 0.2509 -0.1850 0.0362
C 0.1486 0.0175 0.3223
C -0.5421 0.1028 -0.2333
C -0.1654 0.4202 0.1905
C -0.1785 0.1375 -0.6998
C 0.7731 -0.5908 0.5274
C -0.3210 0.4315 -0.0413
C 0.0974 -0.0262 0.4315
C -0.1540 0.4175 -0.0298
C 0.4259 -0.5813 0.1010
C -0.1380 -0.0033 0.2440
C 0.1638 0.2305 0.0590
C -0.1190 0.0348 -0.4893
H -0.1113 -0.1997 -0.1064
H -0.1879 -0.0157 0.0600
H -0.1804 0.2842 0.0923
H 0.0521 -0.0976 -0.2082
H -0.1291 0.1434 0.1869
H -0.0142 -0.2629 0.0293
H -0.2186 0.1170 -0.2172
H 0.0972 -0.2956 -0.1681
H -0.1761 0.1055 -0.4994
H -0.1472 -0.1153 -0.0438
H 0.2025 0.1402 -0.0052
H -0.1197 0.0924 -0.2879
H -0.0355 0.3215 0.0441
H 0.2743 0.0069 -0.1209
H 0.0354 -0.2720 -0.0278
H 0.2016 0.2707 -0.0774
H 0.0292 -0.1341 0.2906
H -0.1448 0.3862 0.1538
H -0.0199 -0.0506 0.2005
H -0.1401 0.0794 0.0982
H 0.1993 0.1952 -0.2870
H -0.1816 0.0251 0.0596
H -0.0077 -0.3606 0.0833
H -0.1518 0.2282 -0.1937
H 0.2004 0.3245 -0.0674
H 0.2488 -0.0126 -0.0165
H -0.1443 0.1528 -0.1431
H 0.1078 -0.0860 0.2337
H 0.0043 0.2419 0.0941
H -0.0017 -0.1131 0.3063
H -0.0493 0.0540 -0.3871
H -0.0690 -0.0779 0.3812
H 0.2834 -0.0945 -0.0769
H 0.2238 -0.2741 0.0372

Results
HOMO-LUMO gap ... 5.27 eV
LUMO energy ... -4.202 eV
M ... 448.63 g mol⁻¹
HOMO energy ... -9.47 eV
Total charge ... +1
Largest force on an atom ... 0.02737 Eh/bohr



The following is a DFT calculation (ωB97M-V with the def2-TZVPD basis set) of a 2-piece molecular cluster, C5H13NO3 overall at a distorted geometry.

Each line ends with the Mulliken charge.
Cartesian coordinates (Å):
O 1.035 1.599 -0.219  -0.6509
O -1.676 1.348 -0.062  -0.6822
O -1.871 0.316 -2.034  -0.4450
N 2.871 0.458 0.455  -0.6455
C 0.831 0.159 1.721  -1.4344
C 1.445 0.401 0.345  1.1324
C -2.806 -0.776 -0.155  -0.9769
C 0.996 -0.866 -0.674  -1.2928
C -2.010 0.372 -0.705  0.7639
H -3.765 -0.399 0.204  0.3550
H -2.969 -1.533 -0.918  0.3237
H 1.511 -1.739 -0.274  0.4172
H -1.389 1.100 -2.352  0.3780
H 0.083 1.740 0.000  0.4195
H 3.288 -0.456 0.542  0.2708
H 1.157 -0.799 2.117  0.3484
H 1.161 0.946 2.395  0.3950
H -2.278 -1.209 0.694  0.2605
H -0.036 -1.192 -0.756  0.2511
H 3.264 0.959 -0.335  0.2535
H 1.411 -0.616 -1.651  0.2732
H -0.254 0.185 1.663  0.2853

Forces on the atoms, in the same order (eV/Å):
O -0.6686 0.7392 0.1132
O -0.0325 -0.6264 -0.0912
O 0.2543 -0.1942 -0.1913
N 0.3060 0.3962 -0.0599
C 0.1270 0.2451 -0.2145
C -1.4366 -2.3469 -0.9706
C 0.2884 -0.1938 -0.0772
C 1.3991 1.1367 1.4428
C -0.9150 1.1019 0.0236
H 0.0985 0.0546 -0.0470
H -0.0181 -0.0028 0.0638
H 0.2256 -0.1306 -0.1348
H -0.0614 -0.1045 0.2909
H 0.8685 -0.1254 -0.3010
H 0.0599 -0.0538 -0.0904
H 0.0015 -0.1325 0.0614
H 0.0471 0.0529 0.0650
H -0.0064 0.0253 0.0150
H -0.2962 0.5534 0.1073
H -0.0035 -0.1923 0.0371
H -0.1280 -0.0953 -0.0683
H -0.1097 -0.1069 0.0262

Results
HOMO-LUMO gap ... 9.46 eV
LUMO energy ... 0.649 eV
M ... 135.16 g mol⁻¹
HOMO energy ... -8.81 eV
Largest force on an atom ... 0.05674 Eh/bohr
Structure (SMILES) ... CC(C)(N)O.CC(=O)O



The following is a DFT calculation (ωB97M-V with the def2-TZVPD basis set) of a 5-piece molecular cluster, C22H38N2O15 overall at a distorted geometry.

Each line ends with the Mulliken charge.
Cartesian coordinates (Å):
O 2.441 0.568 -5.217  -0.3115
O 1.069 -4.801 2.876  -0.5967
O -1.219 -0.840 7.471  -0.2521
O 3.265 -3.971 2.379  -0.3883
O 1.753 0.352 -7.292  -0.2826
O 0.539 -2.147 7.630  -0.1819
O -2.374 3.778 -4.484  -0.2977
O -4.808 2.854 0.183  -0.5513
O 0.762 -0.724 -2.010  -0.3257
O -3.313 1.114 0.072  -0.2426
O -1.817 2.200 -5.906  -0.3329
O -0.672 -1.698 9.530  -0.5471
O 2.221 -1.547 -6.087  -0.5652
O -0.255 3.797 -5.370  -0.5493
O -5.045 1.098 -1.279  -0.2993
N 0.191 1.306 2.570  -0.6280
N 5.053 -2.662 4.721  -0.4880
C 2.921 -0.934 1.388  -0.7535
C 2.872 -0.014 -3.989  -0.5540
C 1.181 -2.263 3.083  -0.4162
C 1.414 -2.956 8.413  -0.6646
C 1.409 -0.474 -8.403  -0.7324
C 2.146 -0.333 -6.188  0.7542
C -1.368 3.308 -5.264  0.7312
C -4.427 1.796 -0.293  0.7188
C -0.471 -1.574 8.332  0.6702
C -6.242 1.702 -1.765  -0.6084
C 1.876 -3.707 2.774  0.3413
C -2.557 1.736 1.109  -0.3054
C -2.327 -0.174 8.075  -0.6434
C 1.048 -0.419 -0.581  -0.1040
C 4.332 -1.636 4.316  0.0792
C 2.111 -0.945 2.814  1.0565
C -0.857 1.594 -6.770  -0.3484
C 2.074 -1.500 0.104  -0.4647
C -0.673 -0.378 -2.264  -0.5928
C -2.043 4.951 -3.743  -0.6559
C 3.114 -0.561 4.097  -0.4084
C 1.049 0.345 2.732  -0.3519
H -3.022 -0.900 8.510  0.2897
H 2.182 -3.363 7.750  0.2154
H -2.197 2.719 0.789  0.3302
H 2.881 -1.776 -0.732  0.2398
H -3.153 1.819 2.024  0.3621
H 3.793 -0.587 -4.135  0.3602
H 0.013 -0.505 0.007  -0.0218
H -6.985 1.784 -0.965  0.2951
H -1.796 5.777 -4.418  0.3028
H 3.942 -1.530 1.500  0.3648
H 1.472 -2.486 0.299  0.1722
H -1.983 0.537 8.833  0.2912
H 3.080 0.797 -3.285  0.2250
H 0.563 -1.123 -8.154  0.3212
H 0.800 -2.289 4.207  0.3293
H -0.877 0.764 -2.108  0.2473
H 2.085 -0.645 -3.563  0.2916
H 3.628 0.465 3.768  0.3741
H -0.968 -0.649 -3.379  0.2716
H -2.920 5.238 -3.155  0.2231
H -0.562 2.285 -7.566  0.3363
H 1.110 0.178 -9.229  0.2286
H 0.868 -3.792 8.862  0.3012
H 2.489 -0.341 5.070  0.4440
H -2.854 0.382 7.295  0.2149
H -1.322 0.718 -7.230  0.2550
H 0.017 1.260 -6.201  0.0378
H -1.690 1.104 1.320  -0.1774
H 2.271 -1.066 -8.726  0.3320
H 0.203 -2.183 2.412  0.3011
H -1.401 -1.025 -1.575  0.2740
H -6.030 2.683 -2.200  0.2711
H 1.907 -2.356 9.185  0.3063
H 3.245 0.199 1.199  0.4303
H -1.216 4.752 -3.054  0.2945
H -6.651 1.059 -2.549  0.2268
H 3.300 -4.852 1.862  0.3518
H 1.401 0.708 -0.433  0.1799

Forces on the atoms, in the same order (eV/Å):
O -0.3513 -0.5233 -1.2141
O 4.9081 7.0664 -0.6950
O 0.7584 -0.6394 0.4649
O -3.4169 0.5059 -0.1407
O 0.4818 -0.4230 0.7095
O -0.8201 0.5724 0.2601
O 0.5953 -0.5012 -0.6068
O 0.5452 -1.5205 -0.7007
O -1.9491 0.7530 2.2211
O -1.0363 0.3973 -0.5262
O 0.0205 0.9438 0.6229
O 0.3268 0.1842 -1.8412
O -0.1567 1.7492 -0.2314
O -1.6741 -0.6963 0.1780
O 0.6134 0.3881 0.7649
N 7.9681 -8.6572 1.6331
N -6.6558 9.9209 -4.0001
C 0.4299 0.4490 -0.0547
C 0.1731 -0.4670 0.5077
C 0.2023 0.1127 0.0613
C 0.4076 -0.3761 0.3056
C -0.1007 -0.2660 -0.4073
C 0.2597 -0.4913 0.3798
C 0.5464 0.1260 -0.1300
C -0.1166 0.3759 0.1763
C -0.1844 -0.0269 0.6113
C -0.4466 0.2046 -0.2081
C -2.9699 -6.8951 -0.1562
C 0.3720 0.1084 0.3855
C -0.4680 0.2874 0.2144
C -0.9712 0.1697 1.1869
C 3.4632 -7.7286 3.8324
C -0.5960 1.0223 0.2396
C 0.4019 -0.2565 -0.1236
C 0.6254 0.1293 -1.4221
C -0.8254 -0.3901 -0.5269
C 0.0829 0.4251 0.2773
C 0.9645 0.7378 -1.1133
C -5.5965 5.8467 -1.2432
H 0.2273 0.1431 0.0612
H -0.2856 0.2244 -0.0934
H -0.1814 -0.1148 0.1304
H -1.7178 0.5918 1.8281
H 0.0640 0.1370 -0.2128
H -0.1771 0.0192 -0.0752
H 2.1621 0.2664 -1.1459
H 0.2045 0.1373 -0.1050
H 0.1243 -0.2067 0.1312
H -2.3839 1.0216 -0.0661
H 1.2627 1.8730 -0.1343
H -0.0702 -0.2636 -0.0295
H -0.1566 0.0512 -0.3527
H 0.2639 -0.0256 0.0139
H 0.9595 -0.0133 -2.3552
H 0.4497 -2.1267 -0.1445
H 0.4169 0.1552 -0.2605
H -1.0266 -2.2808 0.8581
H 1.0441 0.5512 2.2913
H 0.0343 -0.3022 -0.2319
H 0.1149 -0.0682 0.2538
H 0.1193 0.1142 0.3396
H 0.0687 0.2668 0.0402
H 1.4598 -0.8985 -1.8288
H 0.3218 -0.2231 -0.0367
H -0.1953 0.2207 0.2352
H -0.2816 0.3887 -0.1746
H -0.4001 0.0400 -0.2909
H -0.2238 -0.0180 0.1679
H 2.2743 -0.4656 1.3315
H 1.6809 1.4882 -1.2996
H -0.0606 -0.1201 0.2290
H -0.2293 -0.1434 -0.0421
H -0.8155 -2.4363 0.2952
H -0.0374 0.0848 -0.2503
H 0.3281 -0.0496 0.2075
H -0.6518 1.7367 1.5146
H -0.4975 -2.3731 -0.4894

Results
HOMO-LUMO gap ... 10.36 eV
LUMO energy ... 0.027 eV
M ... 570.55 g mol⁻¹
HOMO energy ... -10.33 eV
Largest force on an atom ... 0.24500 Eh/bohr
Structure (SMILES) ... COCCC[C@](C#N)(CC#N)CC(=O)O.COC(=O)OC.COC(=O)OC.COC(=O)OC.COC(=O)OC